Entry 1:
Below is a molecular structure, C34H43BF2GeN3O6Ti, with properties calculated with wB97M-V/def2-TZVPD.

Last column: Löwdin spin population.
Cartesian coordinates (Å):
Ti1 -0.2716 0.9312 -0.1022  0.93
C1 -1.4852 -3.9817 3.2964  0.00
C2 -1.5241 -3.4944 1.8439  0.00
C3 -0.7709 -4.4753 0.9436  0.00
C4 -2.9767 -3.3881 1.3712  0.00
O1 -0.9194 -2.2385 1.7259  0.00
Ge1 -0.1885 -0.7840 2.4714  0.00
O2 -1.2991 0.6445 1.5108  0.03
C5 -2.6103 1.0855 1.8768  0.00
C6 -3.6286 0.6925 0.7973  0.00
C7 -3.0083 0.4012 3.1857  0.00
C8 -2.5770 2.6045 2.0854  0.00
O3 0.9802 -0.3194 0.9514  0.01
C9 2.3307 -0.7844 0.8632  0.00
C10 3.1699 0.1398 -0.0193  0.00
C11 2.3036 -2.1905 0.2633  0.00
C12 2.9656 -0.8047 2.2603  0.00
H1 -1.9372 -4.9716 3.3813  0.00
H2 -0.4506 -4.0353 3.6419  0.00
H3 -2.0308 -3.2877 3.9410  0.00
H4 -1.2555 -5.4543 0.9538  0.00
H5 -0.7538 -4.0965 -0.0796  0.00
H6 0.2574 -4.5880 1.2917  0.00
H7 -3.0017 -3.1779 0.3010  0.00
H8 -3.5142 -4.3186 1.5654  0.00
H9 -3.4806 -2.5772 1.9014  0.00
H10 -3.6529 -0.3941 0.6966  0.00
H11 -4.6254 1.0474 1.0679  0.00
H12 -3.3502 1.1072 -0.1658  0.00
H13 -2.9652 -0.6822 3.0540  0.00
H14 -2.3229 0.6860 3.9865  0.00
H15 -4.0238 0.6828 3.4659  0.00
H16 -2.2077 3.0851 1.1821  0.00
H17 -3.5725 2.9892 2.3161  0.00
H18 -1.8974 2.8491 2.9037  0.00
H19 2.7188 0.3014 -0.9954  0.00
H20 3.3136 1.1060 0.4656  0.00
H21 4.1490 -0.3166 -0.1721  0.00
H22 1.8578 -2.1540 -0.7334  0.00
H23 3.3105 -2.6057 0.1941  0.00
H24 1.6891 -2.8393 0.8899  0.00
H25 2.8189 0.1679 2.7354  0.00
H26 2.5130 -1.5764 2.8890  0.00
H27 4.0354 -1.0001 2.1849  0.00
O4 2.3199 0.9159 -3.1830  0.00
C13 1.3846 0.1235 -3.0177  0.00
O5 0.3944 0.4497 -2.0045  0.01
C14 1.0031 -1.0756 -3.5878  0.00
C15 1.6151 -1.8251 -4.6086  0.00
C16 1.0836 -3.0043 -5.0168  0.00
C17 -0.1342 -3.5285 -4.4050  0.00
C18 -0.6919 -4.7502 -4.7543  0.00
C19 -1.8792 -5.2109 -4.1784  0.00
C20 -2.5184 -4.4388 -3.2287  0.00
C21 -1.9715 -3.2174 -2.8385  0.00
C22 -0.7870 -2.7511 -3.4101  0.00
N1 -0.2372 -1.5559 -3.0233  0.00
H28 2.5186 -1.4219 -5.0502  0.00
H29 1.5610 -3.5776 -5.8028  0.00
H30 -0.1864 -5.3625 -5.4942  0.00
H31 -2.2959 -6.1646 -4.4815  0.00
H32 -3.4478 -4.7743 -2.7824  0.00
H33 -2.4624 -2.6079 -2.0892  0.00
N2 0.7509 2.3486 0.7161  0.13
C23 1.6058 2.8465 1.3618  0.21
C24 2.6123 3.4375 2.0855  0.09
C25 2.6306 3.3833 3.5136  0.12
C26 3.6542 3.9730 4.2126  0.01
C27 4.6982 4.6337 3.5540  0.18
C28 4.6918 4.6912 2.1557  0.01
C29 3.6834 4.1159 1.4230  0.13
H34 1.8251 2.8710 4.0249  0.01
H35 3.6545 3.9192 5.2950  0.00
H36 5.5004 5.0911 4.1173  0.01
H37 5.5032 5.1899 1.6384  0.00
H38 3.6858 4.1532 0.3408  0.01
F1 -1.0648 -0.8850 -0.7355  0.00
B1 -0.7335 -0.4934 -2.1384  0.01
F2 -1.9206 0.1717 -2.5270  0.00
O6 -1.2739 2.2196 -0.9318  -0.01
N3 -0.9692 3.3167 -1.5633  0.02
C30 -1.9628 4.2022 -1.8020  0.01
C31 -1.6799 5.4609 -2.2514  0.00
C32 -0.3587 5.8465 -2.4766  0.02
C33 0.6316 4.8930 -2.2843  0.00
C34 0.3199 3.6332 -1.8395  0.02
H39 -2.9577 3.8282 -1.6150  0.00
H40 -2.4947 6.1475 -2.4322  0.00
H41 -0.1169 6.8402 -2.8228  0.00
H42 1.6651 5.1245 -2.4986  0.00
H43 1.0405 2.8326 -1.7510  0.00

Atomic forces in eV per Å
1.66 -2.75 0.36
0.02 0.13 -0.10
-0.13 -0.27 0.18
-0.03 0.12 0.07
0.11 0.05 0.03
0.07 0.22 -0.48
0.25 0.15 0.33
-0.68 -0.24 1.24
-0.40 -0.18 0.29
0.33 -0.08 0.14
0.16 0.06 -0.10
0.15 -0.28 -0.09
-0.36 -0.19 0.43
0.57 -0.32 -0.03
-0.30 0.03 0.11
-0.18 0.16 0.05
-0.30 0.01 -0.11
0.00 -0.01 0.04
-0.01 0.00 0.02
0.00 -0.02 0.02
0.01 -0.02 -0.03
0.01 -0.02 0.00
0.00 -0.03 -0.01
-0.02 0.04 0.01
-0.02 -0.02 -0.05
-0.03 -0.03 0.00
0.00 0.02 -0.02
0.02 0.02 0.01
-0.01 0.07 -0.18
-0.07 0.00 0.08
-0.05 -0.03 0.03
-0.02 0.00 0.03
-0.01 0.11 -0.04
0.00 -0.04 0.02
-0.01 0.03 -0.01
0.04 -0.01 -0.03
0.03 0.03 0.02
0.02 0.01 -0.01
0.03 -0.05 -0.02
0.02 0.01 -0.02
0.02 -0.03 -0.05
0.07 -0.01 0.05
0.05 0.02 0.04
0.01 -0.04 -0.02
-0.12 0.25 0.17
0.53 -0.33 -0.51
-0.18 -0.18 -0.26
-0.18 0.44 0.53
-0.05 -0.24 -0.16
0.36 0.23 -0.08
-0.22 -0.19 0.07
0.04 0.15 0.08
-0.10 -0.16 -0.03
0.08 0.05 -0.03
0.00 0.02 -0.03
-0.03 0.12 0.10
0.23 0.01 0.01
0.02 -0.05 -0.01
-0.04 -0.03 0.01
0.01 0.04 -0.04
0.02 0.01 0.01
0.02 -0.01 0.01
-0.01 0.00 -0.01
1.13 1.51 0.60
-0.05 0.07 0.01
0.00 0.01 0.02
-0.07 0.02 0.06
-0.06 -0.04 0.01
0.10 0.07 0.06
0.00 -0.02 -0.04
0.02 -0.03 -0.05
0.03 -0.01 0.04
-0.02 -0.01 0.00
0.00 -0.01 0.00
-0.02 0.01 -0.02
0.06 0.01 0.00
-0.01 -0.02 -0.41
-0.89 -0.45 -0.61
0.09 -0.14 -0.20
-1.79 2.07 -1.50
0.21 0.82 0.11
-0.07 -0.35 0.06
0.14 0.44 -0.23
-0.03 -0.54 0.11
-0.02 0.66 -0.32
-0.21 -0.68 -0.01
0.04 -0.02 0.12
-0.03 -0.05 0.03
0.00 0.02 0.01
0.02 -0.10 0.04
0.03 -0.02 0.03

The spin multiplicity is 3. The total energy comes out at -5088.3636 a.u. For the relative energy (zero: lowest compared OMol25 entry of this formula, charge and spin), the calculation gives 1.717 eV. The net charge is -1. Its expectation value of S² is 2.03.

Entry 2:
Below is 8 unconnected molecules or ions with the total composition C18H52N4O8, with properties calculated with wB97M-V/def2-TZVPD.

Last column: Löwdin charge in e.
Cartesian coordinates (Å):
C1 -2.3115 28.6994 0.1903  -0.17
O1 -3.2784 29.0519 -0.7977  -0.13
H1 -1.4304 29.2225 0.1248  0.04
H2 -2.2213 27.6294 0.3585  0.05
H3 -2.6124 29.1441 1.1892  0.08
H4 -4.1197 28.5437 -0.6521  0.05
C2 -4.4465 25.8105 0.0136  -0.61
O2 -5.0889 27.0012 -0.0602  -0.11
N1 -3.9961 25.1911 -1.0420  0.17
N2 -3.8532 25.3375 1.0771  0.15
H5 -3.0935 24.6155 -0.9336  0.15
H6 -4.1786 25.4903 -1.9999  0.07
H7 -3.8681 25.8326 1.9799  0.05
H8 -3.3669 24.3918 0.9758  0.15
C3 -3.4879 27.7244 3.6318  -0.63
O3 -2.2122 28.2146 3.7987  -0.12
N3 -3.7649 26.4537 3.6887  0.10
N4 -4.5309 28.4641 3.3609  0.20
H9 -2.9658 25.7555 3.9203  0.18
H10 -4.7354 26.1452 3.8207  0.14
H11 -4.5153 29.4719 3.4820  0.14
H12 -5.3271 27.9902 3.1238  0.07
C4 -7.5512 27.9838 -2.0198  -0.01
C5 -7.9876 26.5425 -2.1253  -0.69
C6 -9.4459 26.3443 -1.8838  -0.05
O4 -7.6937 25.9166 -3.1591  0.01
H13 -7.8907 28.4200 -1.0926  0.08
H14 -7.8433 28.6108 -2.8841  0.10
H15 -6.4335 27.9910 -1.8816  0.06
H16 -7.5957 25.9858 -1.2915  0.13
H17 -9.7379 26.7621 -0.9139  0.09
H18 -9.7183 25.3288 -1.9186  0.06
H19 -10.0220 26.9073 -2.6432  0.10
H20 -8.0216 24.9893 -2.9820  0.17
C7 -0.2962 25.2667 -3.4407  0.00
C8 0.3259 26.0051 -2.2372  -0.74
C9 -0.5405 27.0516 -1.7147  -0.05
O5 0.7329 25.3079 -1.3581  0.05
H21 0.5087 24.6784 -3.8814  0.08
H22 -0.6075 26.0581 -4.1334  0.07
H23 -1.0647 24.5812 -3.0549  0.09
H24 1.2038 26.4371 -2.5960  0.13
H25 -1.4494 26.5692 -1.3381  0.08
H26 -0.8690 27.7205 -2.4556  0.07
H27 -0.1006 27.7868 -1.0503  0.06
H28 1.4299 25.9073 -1.0953  0.05
C10 -0.4851 25.8503 1.8194  0.00
C11 0.4852 24.6864 2.1072  -0.58
C12 1.6717 25.0624 3.0728  -0.02
O6 -0.0082 23.5622 2.4203  0.03
H29 -0.9811 25.7906 0.8798  0.04
H30 0.1108 26.7285 1.8277  0.06
H31 -1.3257 26.0044 2.4408  0.03
H32 1.0678 24.6551 1.1961  0.11
H33 2.3727 24.1615 3.0632  0.10
H34 1.3540 25.1866 4.0429  0.04
H35 2.1656 25.9206 2.6594  0.05
H36 0.6767 22.8787 2.4349  0.12
C13 -3.0550 27.0783 -4.0775  -0.04
C14 -4.5637 27.0984 -3.9013  -0.63
C15 -5.2397 27.5473 -5.2355  -0.02
O7 -4.9676 26.0029 -3.4773  0.00
H37 -2.6863 26.4939 -4.8593  0.05
H38 -2.6550 26.7073 -3.0961  0.05
H39 -2.5316 28.0641 -4.1909  0.11
H40 -4.8460 27.8379 -3.1530  0.12
H41 -5.1812 26.8181 -6.0677  0.09
H42 -4.9308 28.5269 -5.6350  0.08
H43 -6.1616 27.8088 -4.7545  0.05
H44 -5.8769 26.0211 -3.1565  0.08
C16 4.3581 28.1100 -0.3847  -0.04
C17 3.1057 27.5730 0.2755  -0.64
C18 2.0052 28.6382 0.2927  -0.02
O8 2.6236 26.5498 -0.2474  0.01
H45 5.3006 27.4933 -0.3432  0.10
H46 4.7348 29.0429 -0.0032  0.07
H47 4.0794 28.3118 -1.4317  0.09
H48 3.3766 27.3653 1.3736  0.15
H49 2.3306 29.6000 0.6660  0.08
H50 1.1239 28.3296 0.8608  0.07
H51 1.8779 28.8826 -0.7874  0.10
H52 3.1281 25.8021 0.0619  0.15

Atomic forces in eV per Å
-3.71 0.20 2.48
-0.03 -0.33 -0.19
2.34 0.78 -1.40
0.30 0.02 -0.25
-0.27 -0.73 -0.61
1.22 0.20 0.20
-0.77 6.55 -1.06
1.45 -4.93 0.80
2.25 -2.77 -2.94
0.80 -2.31 3.26
-2.27 1.29 -0.33
-0.36 0.11 0.23
0.03 -0.55 -0.89
-1.04 2.20 0.66
7.97 4.39 1.09
-6.28 -2.48 -0.71
1.14 -5.44 1.11
0.72 2.97 0.53
-2.09 1.95 -0.39
0.93 0.08 0.11
0.10 -0.58 -0.30
-2.51 -0.64 -0.82
1.77 0.04 -0.46
-3.09 3.59 8.28
-1.69 2.96 0.40
2.60 -5.90 -8.32
-0.45 0.09 0.16
0.05 -0.37 0.39
-0.97 0.16 -0.44
1.07 0.30 1.35
-0.07 -0.20 -0.04
-0.35 -1.47 -0.04
0.05 -0.38 0.16
0.78 1.25 -1.12
0.66 0.42 0.71
-4.74 6.04 -10.54
-1.85 1.44 0.14
4.32 -9.38 10.30
-0.14 -0.16 -0.17
-0.36 -0.75 -0.03
-0.20 0.33 -0.51
1.50 2.10 -2.42
0.16 0.32 0.47
-0.69 0.74 -1.45
0.27 -0.76 0.81
0.86 -1.01 2.22
0.45 -1.18 0.31
4.16 6.62 -1.39
0.13 -1.81 -2.28
-3.53 -6.43 1.64
0.19 -0.42 -1.24
0.29 0.95 -0.01
-0.48 0.06 1.59
-0.03 -0.28 -1.10
-0.62 1.15 -0.04
-0.66 0.61 2.36
0.46 0.50 0.15
-0.35 0.17 0.04
0.83 1.47 3.00
3.67 8.30 -4.17
0.31 0.70 0.63
-2.45 -8.80 2.51
0.16 -1.36 -1.30
-0.12 0.08 -1.07
-1.01 -0.48 0.06
0.54 1.07 -0.09
-0.55 0.15 0.78
0.56 -0.37 0.33
-1.68 -0.44 -1.13
-0.46 -0.11 -0.36
1.18 -0.10 -1.13
3.21 7.80 6.29
0.82 0.74 -1.01
-2.43 -7.33 -3.52
-1.26 -0.11 -0.16
-0.38 0.60 0.52
0.40 -0.20 0.06
-0.22 0.35 -0.93
0.34 0.06 0.56
0.02 -0.03 -0.58
-0.86 -0.39 0.58
0.00 -0.89 -0.33

The SMILES is NC(N)=O.NC(N)=O.CC(C)O.CC(C)O.CC(C)O.CC(C)O.CC(C)O.CO. The total energy comes out at -1537.6666 a.u. For the relative energy (zero: lowest compared OMol25 entry of this formula, charge and spin), the calculation gives 10.031 eV.

Entry 3:
Below is a single C3H8N2O molecule, with properties calculated with wB97M-V/def2-TZVPD.

Last column: Löwdin charge in e.
Cartesian coordinates (Å):
C1 -0.0913 0.0790 0.4672  -0.38
C2 -1.2342 -0.6152 -0.2636  -0.07
N1 -0.2472 1.5458 0.3450  0.01
H1 -1.1577 1.8199 0.7145  0.08
H2 -0.2702 1.7924 -0.6478  0.09
H3 -0.1061 -0.1851 1.5300  0.15
H4 0.8158 -2.1850 -0.1097  0.10
H5 -1.1631 -0.4756 -1.3479  0.09
H6 -1.2290 -1.6926 -0.0682  0.07
H7 -2.2065 -0.2353 0.0698  0.08
N2 2.2238 0.5633 -0.2802  0.14
C3 1.2868 -0.3002 -0.0847  -0.47
O1 1.5398 -1.5872 -0.3388  0.07
H8 1.8391 1.4759 0.0142  0.04

Atomic forces in eV per Å
-0.28 0.68 -0.59
-0.06 -0.68 -0.01
-0.12 -0.15 0.09
0.31 -0.09 0.02
0.05 -0.11 0.29
-0.05 0.08 -0.03
0.03 0.40 -0.03
0.04 0.06 0.15
-0.15 -0.02 -0.08
0.23 -0.06 0.01
-1.52 -0.97 0.34
1.08 2.18 0.19
0.09 -0.82 -0.12
0.34 -0.50 -0.22

The SMILES is [H]/N=C(/O)[C@H](C)N. The total energy comes out at -303.8489 a.u. For the relative energy (zero: lowest compared OMol25 entry of this formula, charge and spin), the calculation gives 1.175 eV.

Entry 4:
Below is a molecular structure, C16H48K3O20P, with properties calculated with wB97M-V/def2-TZVPD.

Last column: Löwdin charge in e.
Cartesian coordinates (Å):
K1 0.2308 2.3846 4.6378  0.79
K2 -2.8645 -4.7584 0.6081  0.92
K3 -2.6783 4.9176 -1.5597  0.76
P1 -1.0082 0.0692 0.3032  -0.29
O1 -0.7965 -0.8522 1.5277  -0.57
O2 -0.7124 -0.7592 -0.9431  -0.51
O3 -0.0521 1.2860 0.2602  -0.53
O4 -2.4854 0.4832 0.2559  -0.54
C1 -4.7755 3.1458 6.5448  -0.22
C2 -4.9425 2.4956 5.2041  -0.23
O5 -4.1225 3.2427 4.2962  -0.08
O6 -3.5902 2.6642 7.2142  -0.09
H1 -5.6072 2.9994 7.2339  0.12
H2 -4.6145 4.2181 6.4342  0.12
H3 -5.9741 2.4700 4.8529  0.12
H4 -4.6335 1.4550 5.1049  0.13
H5 -4.0968 2.6495 3.5419  0.09
H6 -3.4449 3.0523 8.0801  0.08
C3 2.1748 -4.2400 -4.8891  -0.18
C4 3.2934 -3.2167 -4.4159  -0.21
O7 2.6524 -1.9567 -4.1628  -0.09
O8 1.2569 -4.4649 -3.7434  -0.09
H7 2.6534 -5.1877 -5.1360  0.10
H8 1.5843 -4.0074 -5.7752  0.11
H9 4.1713 -3.1124 -5.0535  0.11
H10 3.8083 -3.4779 -3.4914  0.11
H11 1.9978 -1.8900 -3.4637  0.08
H12 0.9910 -3.5692 -3.5229  0.05
C5 4.5895 -3.8262 1.2161  -0.21
C6 5.7538 -4.9584 1.0751  -0.21
O9 5.7620 -5.5279 -0.2078  -0.07
O10 3.3170 -4.3634 1.5535  -0.09
H13 4.3576 -3.1604 0.3849  0.11
H14 4.9076 -3.1594 2.0175  0.10
H15 5.6503 -5.7277 1.8404  0.11
H16 6.7374 -4.5528 1.3119  0.10
H17 6.4069 -5.0825 -0.7622  0.08
H18 2.6549 -3.6711 1.6166  0.08
C7 -7.7549 -1.3428 -0.6054  -0.25
C8 -8.2809 0.0195 -0.9544  -0.28
O11 -7.2673 0.8390 -1.4185  -0.06
O12 -7.0230 -1.3010 0.6201  -0.06
H19 -7.1999 -1.7401 -1.4552  0.12
H20 -8.5646 -2.0635 -0.4912  0.12
H21 -8.7389 0.4971 -0.0882  0.12
H22 -8.9856 -0.0185 -1.7850  0.12
H23 -6.4325 0.7172 -0.9604  0.08
H24 -6.2409 -0.7557 0.5084  0.08
C9 3.5011 6.5379 -4.3844  -0.26
C10 2.5986 5.3799 -3.8806  -0.22
O13 2.3700 5.5447 -2.4706  -0.08
O14 3.0146 7.7950 -4.0584  -0.06
H25 3.6885 6.4926 -5.4572  0.12
H26 4.4739 6.5119 -3.8933  0.11
H27 2.9165 4.3848 -4.1918  0.12
H28 1.6367 5.4294 -4.3910  0.10
H29 2.2010 4.6817 -2.0854  0.09
H30 2.8649 7.7554 -3.1110  0.08
C11 6.8743 2.6021 -0.0574  -0.22
C12 6.2355 3.1277 1.2481  -0.29
O15 5.2766 2.2416 1.7022  -0.05
O16 8.1763 3.1474 -0.3443  -0.08
H31 6.0700 2.7471 -0.7787  0.12
H32 7.1020 1.5362 -0.0608  0.12
H33 5.8240 4.1266 1.1033  0.12
H34 6.9928 3.3401 2.0027  0.11
H35 4.4651 2.3150 1.1945  0.10
H36 8.7678 3.0241 0.4017  0.08
C13 -2.3663 -0.2125 -6.2878  -0.20
C14 -3.5348 -1.1572 -5.8644  -0.23
O17 -3.1718 -2.1809 -4.9113  -0.08
O18 -2.0987 0.7151 -5.1821  -0.08
H37 -2.5883 0.4127 -7.1526  0.11
H38 -1.5016 -0.8014 -6.5934  0.11
H39 -3.7807 -1.8046 -6.7061  0.11
H40 -4.4418 -0.6435 -5.5455  0.11
H41 -2.7136 -1.6520 -4.2541  0.07
H42 -1.6943 0.1551 -4.5153  0.07
C15 -1.7407 -2.8863 6.8497  -0.26
C16 -0.1787 -3.1339 6.9725  -0.19
O19 0.4384 -2.1170 6.1760  -0.10
O20 -2.1879 -3.2116 5.5848  -0.05
H43 -1.9926 -1.8620 7.1242  0.11
H44 -2.3074 -3.4914 7.5574  0.11
H45 0.1785 -4.1081 6.6388  0.11
H46 0.2152 -2.9210 7.9663  0.11
H47 0.1195 -2.1271 5.2706  0.07
H48 -1.7663 -2.5550 5.0256  0.08

Atomic forces in eV per Å
-0.28 -0.46 -0.73
0.41 0.87 -0.07
0.26 -0.72 0.20
-0.25 -0.71 -0.23
0.35 -0.27 1.57
0.39 -1.06 -1.76
0.40 1.18 0.73
-1.43 1.05 0.23
0.58 0.10 1.59
0.43 0.18 -0.51
-0.31 -0.40 -0.11
0.43 -0.78 -0.68
-0.36 -0.16 -0.30
-0.45 0.13 -0.48
-0.31 0.51 0.25
0.19 -0.18 0.89
0.49 0.28 -0.65
-0.46 0.25 -0.10
0.90 -0.37 1.92
-1.93 0.03 0.68
0.89 0.66 -1.43
1.22 0.16 -1.64
-0.05 -0.23 0.38
0.22 0.83 0.06
-0.63 0.51 -0.86
-0.57 -0.95 0.33
0.26 -0.56 0.42
-0.44 0.02 0.31
0.50 -0.35 0.78
-1.52 1.77 -0.17
0.02 -0.67 -0.27
0.24 -1.30 0.37
1.12 -0.32 -0.73
0.24 0.06 0.32
-0.69 -0.14 -0.16
-0.04 0.64 -0.09
-0.08 0.09 0.09
0.13 0.28 -0.16
-0.45 -0.31 0.25
-0.31 -0.20 0.00
1.09 1.19 -0.87
-0.22 -0.42 -0.35
0.57 0.14 0.00
-0.16 0.12 0.44
-0.37 -0.25 0.21
-0.29 -0.22 0.15
0.06 -0.04 0.16
0.33 -0.02 0.00
0.71 -1.27 0.56
-0.47 0.73 -0.61
0.43 -0.08 -0.53
-1.10 0.83 -0.02
-0.32 -0.11 -0.02
0.35 -0.82 -0.04
0.81 -0.01 0.47
-0.30 0.49 -0.09
-0.02 -0.10 0.09
-0.14 0.26 0.22
0.83 -0.54 1.12
1.02 0.60 -0.75
-0.50 -0.65 0.88
-0.93 1.15 -0.92
0.86 0.45 -0.93
-0.89 -0.31 0.66
-0.23 0.16 -0.46
0.12 -0.71 0.35
-0.06 0.01 -0.13
-0.30 -0.21 0.19
-1.03 0.37 1.40
0.49 -1.22 -1.35
0.38 1.54 -0.13
0.10 -1.12 -1.30
-0.50 -0.05 0.11
0.23 -0.11 0.42
-0.29 0.46 -0.52
0.21 0.37 0.09
0.14 -0.51 0.95
0.32 0.35 0.61
1.24 -1.13 1.89
-1.07 1.57 -0.46
0.42 0.30 0.12
-0.09 0.10 -0.94
0.38 0.32 -0.09
0.15 -0.32 0.05
-0.48 -0.23 0.04
-0.32 -0.24 0.16
0.12 -0.26 -0.23
-0.37 0.02 -0.79

The total energy comes out at -4284.0187 a.u. For the relative energy (zero: lowest compared OMol25 entry of this formula, charge and spin), the calculation gives 18.265 eV.